DFT (ωB97M-V/def2-TZVPD) results for one molecule with the formula C5H8O.

Positions of all 14 atoms, in Å:
O: 1.369 -1.456 -0.094
C: 0.862 -0.567 0.856
C: 0.470 0.796 0.398
C: -0.202 0.754 -0.984
C: -1.208 -0.308 -0.468
C: -0.580 -0.196 0.918
H: 1.843 -0.858 -0.684
H: 1.351 -0.639 1.829
H: 0.882 1.691 0.851
H: 0.389 0.495 -1.873
H: -0.699 1.706 -1.182
H: -2.248 0.021 -0.508
H: -1.120 -1.300 -0.921
H: -1.108 -0.141 1.863

Calculated values
Energy above the lowest of the compared OMol25 structures with the same formula, charge and spin in kcal/mol: 47.7
SMILES string: O[C@H]1[C@H]2CC[C@@H]12
Orbital gap in eV: 10.6
E_LUMO in Ha: 0.037
E in Eh: -270.48193
Net charge: 0
HOMO energy in eV: -9.6

DFT (ωB97M-V/def2-TZVPD) results for C65H58Br2CaN3O7S3 as an isolated structure at a distorted geometry.

Positions of all 139 atoms, in Å:
Ca: 0.124 -0.569 1.890
C: -2.864 -1.314 5.182
O: -2.626 -2.705 4.976
C: -1.329 -3.132 4.953
C: -1.067 -4.334 5.573
C: 0.222 -4.880 5.586
C: 1.238 -4.187 4.962
C: 0.994 -2.984 4.288
C: 2.116 -2.390 3.547
N: 1.960 -1.540 2.612
N: 3.081 -1.165 1.858
C: 2.807 -0.176 1.041
O: 1.747 0.558 1.036
C: 3.845 0.074 -0.014
C: 3.885 1.318 -0.630
C: 4.789 1.581 -1.654
C: 5.654 0.583 -2.086
C: 5.609 -0.673 -1.482
C: 4.712 -0.926 -0.450
C: -0.315 -2.411 4.264
O: -0.583 -1.300 3.656
H: -3.904 -1.235 5.502
H: -2.709 -0.732 4.278
H: -2.210 -0.920 5.967
H: -1.895 -4.841 6.057
H: 0.413 -5.822 6.087
H: 2.249 -4.587 4.956
H: 3.125 -2.741 3.778
H: 3.196 2.085 -0.292
H: 4.818 2.564 -2.115
H: 6.358 0.779 -2.888
H: 6.279 -1.457 -1.818
H: 4.655 -1.895 0.030
C: -0.526 -6.430 -4.853
C: -0.400 -5.219 -3.966
C: -1.456 -4.326 -3.817
C: -1.338 -3.210 -3.001
C: -0.142 -2.976 -2.344
C: 0.918 -3.861 -2.453
C: 0.784 -4.974 -3.269
S: 0.032 -1.565 -1.248
O: 1.281 -1.862 -0.467
C: 0.587 -0.410 -2.544
C: 1.902 -0.606 -3.031
C: 2.419 0.242 -3.953
C: 1.660 1.343 -4.430
C: 2.199 2.260 -5.369
C: 1.475 3.337 -5.792
C: 0.166 3.548 -5.300
C: -0.381 2.683 -4.396
C: 0.351 1.555 -3.933
C: -0.183 0.653 -2.949
C: -1.543 0.941 -2.371
C: -2.721 0.526 -3.061
C: -2.662 -0.223 -4.268
C: -3.806 -0.648 -4.881
C: -5.072 -0.346 -4.324
C: -5.157 0.392 -3.180
C: -3.988 0.856 -2.523
C: -4.059 1.634 -1.339
C: -2.928 2.025 -0.696
C: -1.670 1.675 -1.221
S: -0.183 2.053 -0.252
O: -0.651 2.342 1.150
C: 0.085 3.693 -0.952
C: 1.159 3.909 -1.801
C: 1.440 5.198 -2.239
C: 0.664 6.276 -1.825
C: 0.972 7.675 -2.297
C: -0.403 6.035 -0.954
C: -0.690 4.755 -0.509
H: -1.566 -6.617 -5.123
H: -0.136 -7.321 -4.357
H: 0.042 -6.297 -5.777
H: -2.394 -4.511 -4.334
H: -2.178 -2.532 -2.872
H: 1.824 -3.679 -1.883
H: 1.612 -5.672 -3.357
H: 2.492 -1.426 -2.632
H: 3.431 0.098 -4.319
H: 3.204 2.088 -5.744
H: 1.901 4.032 -6.507
H: -0.401 4.408 -5.637
H: -1.380 2.856 -4.014
H: -1.693 -0.460 -4.692
H: -3.746 -1.225 -5.797
H: -5.972 -0.700 -4.812
H: -6.123 0.630 -2.746
H: -5.032 1.888 -0.935
H: -2.969 2.574 0.238
H: 1.779 3.074 -2.120
H: 2.283 5.365 -2.904
H: 2.035 7.790 -2.520
H: 0.698 8.414 -1.541
H: 0.415 7.912 -3.208
H: -1.006 6.870 -0.608
H: -1.497 4.576 0.194
C: 0.860 -4.600 1.162
C: -0.611 -4.279 1.240
C: -1.538 -5.334 1.415
C: -2.863 -5.063 1.543
C: -3.314 -3.723 1.523
C: -4.657 -3.328 1.751
Br: -6.036 -4.629 1.956
C: -4.980 -2.011 1.870
C: -3.998 -1.023 1.686
Br: -4.492 0.769 2.094
C: -2.683 -1.302 1.305
O: -1.808 -0.417 0.995
C: -2.339 -2.725 1.309
N: -1.005 -3.025 1.161
H: 1.022 -5.520 0.596
H: 1.244 -4.751 2.174
H: 1.411 -3.777 0.711
H: -1.172 -6.353 1.468
H: -3.581 -5.860 1.688
H: -5.991 -1.716 2.117
C: -2.054 3.069 3.903
C: -0.747 3.855 4.033
C: 0.356 3.031 4.706
S: 1.113 1.832 3.581
O: 1.987 0.982 4.460
C: 2.228 3.010 2.703
C: 3.688 2.674 2.978
C: 4.191 3.238 4.306
H: -2.827 3.663 3.407
H: -2.430 2.775 4.888
H: -1.907 2.165 3.309
H: -0.912 4.770 4.604
H: -0.418 4.153 3.032
H: -0.043 2.410 5.512
H: 1.172 3.639 5.102
H: 1.973 4.028 3.012
H: 1.986 2.890 1.650
H: 4.290 3.055 2.150
H: 3.803 1.588 2.990
H: 4.059 4.326 4.347
H: 5.254 3.022 4.446
H: 3.644 2.784 5.135

Calculated values
Energy above the lowest of the compared OMol25 structures with the same formula, charge and spin in kcal/mol: 0.0
Orbital gap in eV: 6.2
E_LUMO in Ha: 0.071
E in Eh: -10223.09751
Net charge: -1
HOMO energy in eV: -4.3